A structure of composition C12H28BCs2O6S3. Source: OMol25; level of theory: ωB97M-V/def2-TZVPD.

Properties
<S²>   0.7590
F_max   4.41 eV/Å
E_HOMO (alpha / beta)   -13.840 / -13.840 eV
Lowest unoccupied orbital energy (alpha / beta)   -0.2211 / -0.4183 Ha
Orbital gap (alpha / beta)   7.8 / 2.5 eV

```
! RIJCOSX wB97M-V def2-TZVPD def2/J DEFGRID3
* xyz 2 2
Cs -15.311 19.641 -4.463
Cs -17.013 15.486 -3.852
B -14.737 17.210 -2.164
H -14.180 17.773 -2.896
H -14.656 16.160 -2.401
H -14.191 17.382 -1.250
H -15.797 17.414 -2.164
C -11.922 19.623 -1.085
C -12.903 20.148 -0.049
C -12.559 19.680 1.415
S -11.248 18.334 1.175
O -11.864 17.160 1.776
O -9.971 18.820 1.641
C -11.417 18.212 -0.635
H -11.078 20.304 -0.976
H -12.380 19.695 -2.071
H -13.871 19.708 -0.289
H -12.993 21.220 0.124
H -13.426 19.255 1.921
H -12.016 20.352 2.080
H -12.176 17.455 -0.834
H -10.503 17.893 -1.137
C -12.360 14.268 -0.909
C -13.794 14.032 -0.510
C -13.882 12.928 0.557
S -12.401 11.887 0.094
O -12.922 10.596 -0.348
O -11.430 11.862 1.198
C -11.757 12.935 -1.281
H -11.872 14.825 -0.109
H -12.229 14.953 -1.747
H -14.458 13.746 -1.325
H -14.107 15.012 -0.148
H -14.768 12.315 0.725
H -13.585 13.305 1.535
H -12.214 12.502 -2.171
H -10.676 12.806 -1.336
C -16.341 16.326 2.722
C -16.424 14.907 3.084
C -17.726 14.263 2.423
S -18.117 15.329 0.975
O -19.277 16.148 1.231
O -18.013 14.638 -0.319
C -16.688 16.480 1.263
H -15.399 16.859 2.851
H -17.098 16.920 3.234
H -16.332 14.654 4.140
H -15.492 14.521 2.673
H -18.520 14.296 3.169
H -17.615 13.259 2.015
H -16.958 17.399 0.743
H -15.919 15.977 0.677
*
```

Here are the Mulliken charges for atoms 1 to 5, given in e:
1. Cs 1.023
2. Cs 1.054
3. B 1.033
4. H -0.447
5. H -0.439

A structure of composition C14H13BrF16NO8S2. Source: OMol25; level of theory: ωB97M-V/def2-TZVPD.

Properties
ΔE to the lowest compared entry with this formula, charge and spin   282.9 kJ/mol
F_max   6.04 eV/Å
E_HOMO   -5.748 eV
Lowest unoccupied orbital energy   0.0642 Ha
Orbital gap   7.5 eV

```
! RIJCOSX wB97M-V def2-TZVPD def2/J DEFGRID3
* xyz -1 1
O 6.627 2.293 5.149
C 5.725 2.100 4.280
C 5.989 2.540 2.760
S 5.117 4.085 2.236
O 5.390 5.243 3.191
O 5.763 4.502 0.917
N 3.456 3.884 1.899
S 2.654 3.009 3.124
O 2.943 1.538 2.902
O 2.930 3.484 4.533
C 0.789 3.171 2.910
C 0.103 1.707 3.008
O 0.014 1.196 4.137
Br -0.545 0.732 1.384
H 4.742 1.657 4.665
H 7.120 2.765 2.698
H 5.815 1.636 2.088
H 0.321 3.772 3.774
H 0.526 3.726 1.952
C -0.042 -3.711 -1.815
C 0.215 -2.449 -0.965
C 1.363 -1.545 -1.423
F 2.553 -2.173 -1.425
F 1.492 -0.491 -0.582
F 0.368 -2.816 0.329
F -0.931 -1.705 -1.008
O 0.527 -4.948 -1.355
C 1.872 -5.216 -1.693
C 2.794 -5.260 -0.469
F 2.748 -4.114 0.239
F 4.085 -5.436 -0.845
F 2.281 -4.342 -2.631
F 1.870 -6.430 -2.293
H -1.121 -3.888 -1.766
H 0.161 -3.544 -2.876
H 1.178 -1.150 -2.425
H 2.513 -6.075 0.198
C -5.909 1.764 -1.574
C -4.550 1.850 -0.847
C -3.309 1.934 -1.740
F -3.171 0.863 -2.544
F -2.188 1.983 -0.980
F -4.455 0.821 0.027
F -4.581 2.985 -0.087
O -6.487 0.460 -1.745
C -6.054 -0.309 -2.847
C -5.298 -1.575 -2.426
F -4.230 -1.293 -1.653
F -4.828 -2.240 -3.513
F -5.351 0.471 -3.690
F -7.175 -0.663 -3.519
H -6.625 2.283 -0.929
H -5.917 2.334 -2.507
H -3.329 2.833 -2.361
H -5.948 -2.247 -1.865
*
```

Here are the Mulliken charges for atoms 1 to 5, given in e:
1. O -0.541
2. C 0.240
3. C -0.603
4. S 1.086
5. O -0.644

| no. | E (eV) |
| --- | --- |
| 1 | -59439.8002 |
| 2 | -167789.3816 |